{"formula": "C14H16N5OS2Zr", "method": "ωB97M-V/def2-TZVPD", "total_energy_ev": -47223.793, "total_charge": 1, "orbital_gap_ev": 7.2, "symbols": ["Zr", "N", "C", "S", "N", "N", "C", "C", "C", "C", "C", "C", "C", "O", "H", "H", "H", "H", "H", "H", "H", "S", "C", "N", "C", "C", "C", "C", "C", "N", "H", "H", "H", "H", "H", "H", "H", "H", "H"], "coordinates": [[-0.7281, -1.2509, -1.7441], [-4.4878, -0.3303, 0.4273], [-3.2728, -0.6184, -0.0758], [-3.0632, -0.2256, -1.7816], [-2.4285, -1.1432, 0.7759], [-1.1562, -1.4467, 0.3003], [-0.3560, -2.0184, 1.1418], [1.0334, -2.3642, 0.9178], [1.7098, -2.9724, 1.9855], [3.0503, -3.2725, 1.9051], [3.7478, -2.9519, 0.7420], [3.1059, -2.3513, -0.3274], [1.7531, -2.0737, -0.2549], [1.1263, -1.4938, -1.3066], [-5.2226, -0.0134, -0.1788], [-4.6997, -0.6031, 1.3724], [-0.7721, -2.2174, 2.1259], [1.1531, -3.2061, 2.8858], [3.5545, -3.7443, 2.7359], [4.8042, -3.1742, 0.6697], [3.6328, -2.1033, -1.2392], [-3.6631, -4.2888, -3.3500], [-2.3617, -3.5503, -2.9289], [-1.3514, -2.9734, -2.5914], [-0.9352, 3.5470, 0.6253], [0.2929, 3.1967, -0.2263], [0.5367, 4.2735, -1.3010], [1.5411, 3.0035, 0.6441], [0.0144, 1.9329, -0.9301], [-0.2028, 0.9459, -1.4701], [-0.7487, 4.5028, 1.1144], [-1.1120, 2.7930, 1.3932], [-1.8314, 3.6404, 0.0116], [0.7403, 5.2180, -0.7967], [-0.3392, 4.4010, -1.9370], [1.3938, 4.0217, -1.9254], [1.7659, 3.9512, 1.1328], [2.4034, 2.7104, 0.0450], [1.3729, 2.2494, 1.4137]], "lowdin_charge": [1.560, 0.086, -0.843, 0.559, -0.001, -0.194, -0.020, -0.142, -0.022, -0.059, -0.037, 0.004, -0.295, -0.284, 0.091, 0.112, 0.143, 0.122, 0.114, 0.118, 0.127, 0.777, -0.956, -0.197, -0.023, -0.575, -0.024, -0.025, -0.067, 0.078, 0.100, 0.094, 0.097, 0.100, 0.097, 0.096, 0.100, 0.096, 0.093]}


{"formula": "C3H4BBrN2", "method": "ωB97M-V/def2-TZVPD", "total_energy_ev": -76874.266, "relative_energy_kj_mol": 0.0, "smiles": "Bn1ccnc1Br", "total_charge": 0, "orbital_gap_ev": 9.1, "symbols": ["B", "N", "C", "C", "N", "C", "Br", "H", "H", "H", "H"], "coordinates": [[-0.3387, -0.5039, 1.7610], [-0.1944, -0.1142, 0.3729], [0.6471, 0.8936, -0.0847], [0.7391, 0.7705, -1.4311], [-0.1881, -0.1792, -1.9194], [-0.7363, -0.6105, -0.8458], [-1.9966, -1.9533, -0.8871], [-0.8716, -1.3649, 2.2563], [0.3146, 0.2056, 2.3023], [1.3814, 1.4328, 0.5342], [1.2434, 1.4235, -2.0587]], "lowdin_charge": [-0.007, -0.053, -0.102, -0.109, 0.062, -0.846, 0.806, 0.022, 0.018, 0.128, 0.079]}


{"formula": "C3H14NO2", "method": "ωB97M-V/def2-TZVPD", "total_energy_ev": -8916.066, "relative_energy_kj_mol": 165.9, "total_charge": 1, "orbital_gap_ev": 11.6, "symbols": ["C", "C", "N", "C", "H", "H", "H", "H", "H", "H", "H", "H", "H", "H", "H", "H", "O", "H", "H", "O"], "coordinates": [[1.4667, 1.8244, 1.0834], [-0.0638, 1.5976, 0.6086], [0.0953, 0.1622, 0.0886], [-1.1622, -0.2560, -0.5596], [1.6890, 1.0535, 1.8326], [1.5044, 2.8356, 1.5835], [2.2435, 1.8442, 0.3136], [-0.5186, 2.2065, -0.1345], [-0.7409, 1.4583, 1.4751], [1.0088, 0.0424, -0.4868], [0.3396, -0.5790, 0.7446], [-1.3152, 0.4049, -1.4775], [-1.1456, -1.2997, -0.8794], [-2.1359, -0.1578, 0.0473], [-3.0341, -2.4268, -3.5699], [-3.3753, -3.1246, -2.3490], [-2.9274, -2.2506, -2.6303], [2.7094, -1.8749, 1.3621], [2.9719, -0.4934, 1.7704], [2.3905, -0.9667, 1.1772]], "lowdin_charge": [-0.058, -0.096, -0.075, -0.052, 0.054, 0.099, 0.083, 0.111, 0.138, 0.201, 0.135, 0.126, 0.081, 0.139, 0.032, 0.091, -0.096, 0.090, 0.052, -0.055]}


{"formula": "C3H8NO2", "method": "ωB97M-V/def2-TZVPD", "total_energy_ev": -8820.787, "relative_energy_kj_mol": 675.9, "total_charge": -1, "orbital_gap_ev": 5.7, "symbols": ["C", "C", "C", "N", "O", "O", "H", "H", "H", "H", "H", "H", "H", "H"], "coordinates": [[1.8465, -1.3111, 0.2787], [-0.0601, 1.5917, -0.3416], [0.9727, -0.2588, 0.4050], [-1.9152, -0.4431, -0.9008], [-2.7100, -0.7159, 0.2663], [1.0574, 0.7230, -0.4945], [-2.1652, -0.3111, 0.9240], [2.7623, -1.3486, -0.4441], [2.0989, -1.8609, 1.1926], [-0.0371, 2.0343, 0.7504], [-0.9858, 0.9799, -0.7246], [0.1165, 2.3360, -1.0206], [0.4279, -0.0465, 1.3438], [-1.4089, -1.3690, -1.2347]], "lowdin_charge": [-0.045, -0.155, -0.305, -0.314, -0.319, -0.161, -0.018, 0.067, 0.008, 0.103, 0.034, 0.022, 0.111, -0.028]}


{"formula": "C4H10Se", "method": "ωB97M-V/def2-TZVPD", "total_energy_ev": -69652.527, "relative_energy_kj_mol": 360.1, "total_charge": 0, "orbital_gap_ev": 5.9, "symbols": ["C", "C", "C", "C", "Se", "H", "H", "H", "H", "H", "H", "H", "H", "H", "H"], "coordinates": [[-0.3780, 1.3884, -0.0302], [-0.3166, -0.8257, 1.3484], [-0.4319, -0.8489, -1.1324], [-0.2110, -0.1020, 0.0887], [2.9925, -0.0932, -0.0788], [0.3051, 1.9103, -0.7896], [-1.4332, 1.6350, -0.5556], [-0.4041, 1.9882, 0.9801], [-0.1338, -1.9816, 1.3283], [0.3089, -0.3112, 2.2031], [-1.4758, -0.6885, 1.6575], [-1.4869, -0.6695, -1.6191], [0.3786, -0.5488, -1.9550], [-0.3373, -2.0016, -1.0577], [2.6235, 1.1492, -0.3877]], "lowdin_charge": [-0.104, -0.127, -0.141, -0.452, 0.231, 0.095, 0.128, 0.117, 0.119, 0.119, 0.146, 0.125, 0.121, 0.108, -0.485]}


{"formula": "C3H8NOS", "method": "ωB97M-V/def2-TZVPD", "total_energy_ev": -17605.272, "relative_energy_kj_mol": 111.9, "total_charge": 1, "orbital_gap_ev": 9.4, "symbols": ["C", "C", "C", "N", "O", "S", "H", "H", "H", "H", "H", "H", "H", "H"], "coordinates": [[0.1755, 1.2699, 0.3666], [-1.2890, 1.0052, -0.0839], [0.1944, 0.0107, 1.1532], [0.4072, -1.3330, -1.3555], [1.1905, -0.4784, 1.7703], [-1.4325, -0.3567, 1.1129], [0.8382, 1.0687, -0.5562], [0.3766, 2.2293, 0.7880], [-1.9961, 1.8827, 0.1640], [-1.4499, 0.7438, -1.1637], [1.0607, -1.7044, -0.6304], [1.0421, -0.8655, -1.9793], [-0.2095, -2.0229, -1.7741], [1.0919, -1.4493, 2.1882]], "lowdin_charge": [-0.164, -0.370, -0.674, 0.033, 0.138, 1.145, 0.154, 0.131, 0.123, 0.105, 0.048, 0.035, 0.050, 0.246]}


{"formula": "C3H13N3", "method": "ωB97M-V/def2-TZVPD", "total_energy_ev": -7791.519, "relative_energy_kj_mol": 48.7, "smiles": "CCN.NCN", "total_charge": 0, "orbital_gap_ev": 9.9, "symbols": ["C", "C", "N", "H", "H", "H", "H", "H", "H", "H", "N", "C", "N", "H", "H", "H", "H", "H", "H"], "coordinates": [[1.9757, 1.1578, 0.7328], [2.0428, -0.2520, 0.1394], [1.9566, -0.1579, -1.3356], [2.7328, 1.8038, 0.2959], [2.2047, 1.0586, 1.8042], [1.0304, 1.6930, 0.6436], [1.2538, -0.8046, 0.6454], [2.9913, -0.7172, 0.4137], [1.2174, -0.7348, -1.7077], [2.8343, -0.5160, -1.7082], [-1.3417, -0.7297, -0.9163], [-1.9334, -0.3283, 0.3679], [-3.2795, 0.2837, 0.1472], [-1.8087, -0.2547, -1.6681], [-1.5374, -1.7026, -1.0455], [-1.1785, 0.3032, 0.8423], [-2.0433, -1.1562, 1.0688], [-3.9291, -0.1687, 0.7709], [-3.1882, 1.2226, 0.5091]], "lowdin_charge": [-0.133, -0.341, -0.018, 0.060, 0.065, 0.055, 0.082, 0.095, 0.027, 0.055, -0.004, -0.340, 0.001, 0.059, 0.050, 0.084, 0.102, 0.048, 0.052]}


{"formula": "C4H7N4O2", "method": "ωB97M-V/def2-TZVPD", "total_energy_ev": -14305.026, "relative_energy_kj_mol": 273.7, "smiles": "[NH2+]=CN[C@H]([O-])NC=C=[N+]=O", "total_charge": 1, "orbital_gap_ev": 8.5, "symbols": ["N", "C", "N", "C", "O", "N", "C", "C", "N", "O", "H", "H", "H", "H", "H", "H", "H"], "coordinates": [[-0.4363, 1.2161, -2.1975], [-0.3076, 0.6511, -0.9972], [0.7960, 0.2322, -0.4406], [0.8316, -1.0454, 0.6085], [0.4567, -2.0395, 0.0633], [-0.2424, -0.3089, 1.6778], [-1.4957, -0.4967, 1.5456], [-1.9597, -1.1868, 0.4291], [-2.6956, -1.6301, -0.3765], [-3.0891, -2.0123, -1.4030], [0.3691, 1.6426, -2.6158], [-1.3847, 1.5521, -2.3725], [-1.2421, 0.5364, -0.5584], [1.6243, 0.4238, -0.9416], [1.8141, -0.6704, 1.0548], [0.0628, 0.0920, 2.5726], [-2.0819, -0.1305, 2.3938]], "lowdin_charge": [0.192, -0.178, 0.136, -0.427, 0.056, 0.146, -0.049, 0.011, -0.041, 0.163, 0.130, 0.140, 0.096, 0.130, 0.163, 0.168, 0.165]}